[1]
Computed, not measured: C40H61BrLuN4O5S2Si4 as an isolated structure at a distorted geometry, with the ωB97M-V functional and the def2-TZVPD basis.

Results
total energy: -215513.9023 eV
energy relative to the best compared isomer or geometry (same formula, charge and spin): 9.725 eV
highest occupied orbital energy: -3.51 eV
charge: -1

Positions of all 118 atoms, in Å:
Lu -0.0226 0.2413 -0.7354
O -2.0947 -3.5733 -4.5196
C -0.8348 -3.2988 -4.9976
C -0.4513 -3.9472 -6.1634
C 0.7933 -3.6983 -6.7169
C 1.6488 -2.7869 -6.1144
C 1.2613 -2.1524 -4.9445
C 0.0356 -2.4170 -4.3541
C -0.4047 -1.7042 -3.0817
O 0.3647 -0.7134 -2.6394
N -0.5257 -2.7699 -2.0184
N -0.8785 -2.3068 -0.8109
C -1.5715 -3.0714 -0.0489
C -1.9173 -2.7359 1.2967
Br -1.2663 -1.0113 1.8954
C -2.5851 -3.4558 2.2126
C -3.2835 -4.7175 2.0215
C -3.3914 -5.5894 3.1145
C -4.0146 -6.8166 2.9938
C -4.5830 -7.1972 1.7849
C -4.5330 -6.3234 0.7079
C -3.8920 -5.1022 0.8214
H -2.3716 -2.8627 -3.9269
H -1.1498 -4.6363 -6.6218
H 1.0854 -4.2015 -7.6301
H 2.6139 -2.5725 -6.5553
H 1.9035 -1.4319 -4.4588
H -1.4438 -1.3550 -3.2910
H -1.0135 -3.6138 -2.3097
H -1.8801 -4.0563 -0.3993
H -2.5832 -3.0617 3.2225
H -2.9627 -5.2910 4.0642
H -4.0589 -7.4842 3.8452
H -5.0779 -8.1547 1.6894
H -5.0074 -6.5957 -0.2265
H -3.9094 -4.4146 -0.0143
C 1.9243 -2.6429 0.6103
O 1.8269 -1.2727 0.2775
Si 3.0858 -0.4557 -0.6009
C 3.3368 -1.4458 -2.1954
C 4.7334 -0.8219 0.3027
C 2.3933 1.2411 -0.5327
Si 2.8995 2.1582 1.0537
C 2.9053 0.7702 2.4084
C 4.7006 2.7497 0.9447
C 1.9892 3.3617 2.0840
Si 2.6262 2.3274 -2.0323
C 1.4277 1.9961 -3.4627
C 2.3947 4.1696 -1.6205
C 4.3877 2.2093 -2.7581
H 1.8880 -3.2724 -0.2854
H 1.0877 -2.9176 1.2565
H 2.8557 -2.8529 1.1441
H 4.1803 -2.1347 -2.1149
H 3.5271 -0.7769 -3.0375
H 2.4379 -2.0159 -2.4244
H 4.8113 -1.8601 0.6378
H 4.9013 -0.1756 1.1655
H 5.5548 -0.6448 -0.3964
H 3.2678 -0.2092 2.0988
H 1.3105 -0.2125 3.2440
H 3.4104 1.0733 3.3216
H 5.3430 1.9944 0.4827
H 5.0970 2.9941 1.9307
H 4.7576 3.6499 0.3274
H 0.0434 2.5950 1.9027
H 1.7879 4.3609 1.6975
H 0.2915 3.5492 3.2622
H 0.3921 2.1082 -3.1279
H 1.5294 0.9788 -3.8414
H 1.5797 2.6920 -4.2915
H 1.4320 4.3421 -1.1337
H 2.4286 4.7763 -2.5296
H 3.1707 4.5331 -0.9420
H 4.5972 1.2026 -3.1311
H 5.1222 2.4310 -1.9787
H 4.5458 2.9123 -3.5804
O 0.4116 3.9532 5.2036
C 1.1513 2.9038 5.7072
C 1.6106 2.9541 7.0051
C 2.3089 1.8919 7.5718
C 2.5215 0.7650 6.8017
C 2.0675 0.7137 5.4934
C 1.3841 1.7809 4.8734
C 0.8015 1.6612 3.5638
O 1.4437 0.5962 2.7265
N 0.7095 2.8220 2.6910
N -0.5834 2.3857 -0.0804
C -1.0736 3.4154 -0.5317
S -1.6593 3.7108 -2.2364
C -2.7870 5.0584 -1.7939
C -2.0399 5.9768 -0.8476
S -1.3241 4.9501 0.4613
H 0.3825 4.6540 5.8590
H 1.4122 3.8449 7.5946
H 2.6638 1.9494 8.5920
H 3.0456 -0.0880 7.2158
H 2.2638 -0.1969 4.9347
H -3.6689 4.6313 -1.3153
H -3.0773 5.5676 -2.7128
H -2.7034 6.7039 -0.3781
H -1.2355 6.5005 -1.3640
C -3.7083 1.9242 1.0171
Si -3.9643 0.7371 -0.4418
C -4.8585 -0.7870 0.2750
C -5.2621 1.5996 -1.5497
C -2.4623 0.2127 -1.3800
H -4.6300 2.0357 1.5960
H -3.4176 2.9180 0.6711
H -2.9220 1.5790 1.6934
H -5.7681 -0.5041 0.8112
H -4.2190 -1.3313 0.9751
H -5.1452 -1.4820 -0.5205
H -6.1117 1.9866 -0.9790
H -5.6505 0.9077 -2.3025
H -4.8043 2.4368 -2.0849
H -2.3648 0.8588 -2.2671
H -2.7173 -0.7830 -1.7749

Cartesian forces, eV/Å:
Lu -0.43 0.04 0.05
O -0.02 -0.04 0.13
C 0.18 0.03 -0.12
C -0.12 -0.09 0.02
C 0.00 0.04 0.05
C 0.06 -0.02 -0.05
C 0.03 0.02 0.06
C -0.01 0.09 0.03
C -0.55 -0.46 -0.13
O 0.14 0.43 0.42
N 0.15 -0.02 -0.19
N -0.15 0.07 0.05
C 0.21 -0.25 -0.53
C 0.13 0.60 0.87
Br -0.03 -0.34 0.05
C 0.34 0.57 -0.18
C -0.24 -0.63 -0.01
C 0.14 0.18 -0.11
C -0.07 -0.14 -0.01
C 0.03 0.09 0.01
C -0.04 -0.16 0.00
C 0.02 0.23 0.05
H -0.02 0.04 -0.06
H 0.01 0.03 -0.03
H 0.00 -0.01 0.00
H -0.01 0.02 0.01
H -0.01 0.02 -0.03
H 0.12 0.13 0.18
H -0.01 -0.03 0.00
H 0.05 0.02 -0.01
H -0.15 0.01 -0.01
H 0.02 -0.02 -0.01
H -0.02 0.03 0.01
H 0.00 0.00 0.00
H 0.02 0.03 -0.01
H -0.02 -0.01 0.02
C -0.09 -0.11 -0.13
O -0.07 0.10 -0.16
Si 0.26 0.45 0.28
C -0.19 0.19 0.11
C -0.20 0.25 0.10
C 0.13 -0.34 -0.64
Si -0.02 -0.09 0.38
C 0.55 -0.08 -0.48
C -0.07 -0.14 -0.14
C 0.40 -0.14 -0.23
Si 0.10 0.26 0.11
C 0.19 -0.16 0.19
C -0.02 -0.25 0.13
C -0.16 -0.09 0.10
H -0.01 0.01 0.01
H 0.00 0.04 0.00
H 0.00 0.03 0.01
H 0.05 0.05 0.08
H -0.02 -0.04 -0.02
H 0.01 0.01 -0.02
H -0.01 -0.04 -0.06
H 0.18 -0.10 -0.13
H -0.03 -0.01 -0.07
H -0.45 -0.01 0.23
H -0.18 -0.06 -0.27
H -0.07 0.10 0.07
H -0.02 0.06 -0.03
H -0.07 0.02 0.05
H 0.04 0.00 0.04
H 0.18 0.22 0.59
H -0.12 -0.05 -0.04
H -0.10 0.10 0.04
H -0.03 0.00 -0.09
H -0.04 0.00 -0.02
H 0.05 0.10 0.08
H 0.00 0.00 0.01
H 0.03 -0.05 -0.04
H -0.02 0.03 -0.02
H 0.03 0.02 -0.02
H -0.02 0.00 -0.01
H -0.05 0.01 -0.02
O -0.03 -0.16 -0.24
C 0.09 -0.06 0.06
C 0.02 -0.04 0.03
C 0.01 -0.01 0.05
C 0.04 -0.05 0.06
C -0.03 0.13 -0.12
C 0.07 -0.01 0.00
C -0.72 -0.02 0.07
O 0.20 0.11 0.66
N -0.21 -0.29 -1.20
N 0.19 -0.40 -0.17
C 0.07 0.02 0.23
S -0.11 0.12 0.03
C 0.17 -0.24 -0.13
C 0.17 -0.01 0.24
S -0.03 -0.13 -0.07
H 0.01 0.05 0.01
H -0.01 0.01 -0.02
H -0.01 0.01 -0.01
H 0.00 0.01 -0.02
H 0.02 0.02 0.04
H -0.06 0.09 0.00
H -0.02 0.02 0.01
H -0.03 0.00 -0.02
H -0.06 0.03 -0.07
C 0.01 -0.12 -0.17
Si -0.11 0.13 -0.02
C 0.14 0.06 -0.07
C 0.14 -0.08 0.10
C 0.26 -0.01 0.14
H -0.04 -0.05 -0.02
H 0.02 -0.01 0.03
H -0.01 0.03 -0.02
H 0.00 0.04 0.00
H -0.02 0.01 0.01
H 0.01 0.01 -0.02
H 0.01 -0.01 0.04
H 0.02 -0.01 0.00
H 0.02 -0.01 0.01
H -0.02 0.06 0.04
H -0.02 -0.01 0.02

---

[2]
Computed, not measured: C9H21O19P2V as an isolated structure at a distorted geometry, with the ωB97M-V functional and the def2-TZVPD basis.

Results
spin multiplicity: 2
⟨S²⟩: 0.756
total energy: -92846.3816 eV
highest occupied orbital energy (spin up / spin down): -5.14 / -5.14 eV
charge: -1

Positions of all 52 atoms, in Å:
O 3.0659 10.5797 -7.9556
V 3.0802 9.0444 -7.9421
O 2.3137 8.6430 -9.2887
O 6.5859 9.5667 -10.7069
C 6.4199 8.7932 -9.6331
O 7.2954 7.9465 -9.3740
O 5.3736 8.8316 -9.0078
H 7.4127 9.1260 -10.9163
O -0.9308 8.9647 -6.3558
C 0.1882 8.5741 -5.7945
O 0.1199 7.9736 -4.6606
O 1.2231 8.6460 -6.4792
H -0.6575 9.2004 -7.2454
O 2.9107 5.5428 -5.8184
C 3.7370 5.7458 -6.7896
O 4.6253 4.8876 -7.0627
O 3.7824 6.7567 -7.5081
H 2.5005 6.4079 -5.7477
C 6.1534 4.6163 -12.7375
O 5.0751 3.8013 -12.2286
P 4.1665 4.5732 -11.0264
O 5.0225 5.2998 -10.0335
O 3.2524 3.2886 -10.4949
C 2.1158 2.8347 -11.1714
O 3.1138 5.4229 -11.8885
C 2.1103 6.1293 -11.2006
H 5.7270 5.1561 -13.5830
H 6.9871 3.9320 -12.8947
H 6.5544 5.3428 -12.0307
H 1.9335 3.0932 -12.2145
H 1.1646 2.9487 -10.6514
H 2.2066 1.7554 -11.2941
H 1.1599 5.6334 -11.3978
H 2.0190 7.1608 -11.5407
H 2.2862 6.3289 -10.1436
C 2.6394 11.8225 -4.7363
O 3.0818 10.6140 -4.1428
P 4.4261 9.8729 -4.6717
O 4.1841 9.2708 -6.0360
O 4.8089 8.9117 -3.3853
C 4.1872 7.7253 -3.1537
O 5.5793 11.0002 -4.6320
C 6.7047 10.9456 -5.4495
H 3.4158 12.3170 -5.3202
H 2.3235 12.5833 -4.0225
H 1.9424 11.4851 -5.5034
H 3.8077 7.8229 -2.1366
H 4.9982 7.0034 -3.2501
H 3.3480 7.5309 -3.8217
H 7.5242 10.8930 -4.7327
H 6.8061 11.8206 -6.0914
H 6.7539 10.0135 -6.0124

Cartesian forces, eV/Å:
O -0.28 1.48 -0.10
V 0.04 -1.39 -1.27
O 0.49 -0.03 1.29
O 0.41 0.78 -0.86
C -0.09 -2.91 1.61
O 1.49 0.39 -0.62
O -4.10 1.49 1.98
H 0.84 0.43 -1.14
O -1.75 0.97 -0.74
C 0.64 -3.88 4.52
O 0.02 1.82 -2.26
O 3.08 0.66 -1.99
H -0.19 0.29 -0.40
O -0.09 -0.38 0.50
C 0.91 1.33 -1.57
O 0.34 -0.73 -0.01
O -0.39 -0.38 0.53
H -1.29 0.74 0.58
C -0.11 -0.08 0.34
O -1.52 1.51 2.24
P 1.52 -1.19 -0.34
O -2.09 -1.64 -1.60
O 1.35 2.13 -0.18
C -0.95 -1.84 -0.93
O 1.41 -0.58 0.09
C -1.15 1.26 0.43
H 0.67 -0.18 -0.38
H -0.20 0.07 -0.77
H -0.45 0.04 0.35
H 0.57 1.04 0.03
H 0.26 0.61 0.47
H 0.27 -0.29 0.39
H -0.05 -0.06 0.31
H 0.27 -0.12 -0.62
H 0.21 -0.74 0.17
C 0.26 0.11 -1.74
O 2.32 -0.81 0.79
P -1.16 0.40 0.13
O 1.04 -0.08 2.57
O 0.82 4.66 -3.34
C -0.75 -1.76 0.67
O -3.00 -0.95 0.73
C 1.80 -0.84 -0.08
H 0.43 -0.14 0.08
H -0.46 -0.66 0.23
H -0.69 0.63 0.33
H -0.11 -0.68 0.05
H -0.59 -0.71 0.21
H 0.03 -0.15 -0.03
H 0.42 0.28 -0.30
H -0.28 -0.12 0.05
H -0.17 0.20 -0.42

---

[3]
Computed, not measured: a 2-piece molecular cluster, C2H2N2O2 overall at a distorted geometry, with the ωB97M-V functional and the def2-TZVPD basis.

Results
total energy: -9177.5457 eV
energy relative to the best compared isomer or geometry (same formula, charge and spin): 4.241 eV
highest occupied orbital energy (spin up / spin down): -8.15 / -8.64 eV

Positions of all 8 atoms, in Å:
C -0.3634 -1.0957 0.1058
C -1.7136 0.9070 -0.6814
N -1.1734 -0.0530 -0.1640
N 1.4805 0.2224 0.4838
O -0.2368 -2.2747 0.1055
O -2.1221 1.8285 -1.2489
H 1.8360 0.2491 1.5354
H 2.2928 0.2165 -0.1361

Cartesian forces, eV/Å:
C 3.13 0.97 -0.25
C 1.90 -1.14 -0.10
N -0.80 -1.07 0.20
N -1.50 0.27 2.35
O -1.26 2.79 0.03
O -0.32 -0.29 0.56
H -0.95 -0.66 -2.95
H -0.20 -0.87 0.16

---

[4]
Computed, not measured: C4H7NO in the gas phase at a distorted geometry, with the ωB97M-V functional and the def2-TZVPD basis.

Results
SMILES: COC1=N[C@@H]1C
total energy: -7795.2797 eV
energy relative to the best compared isomer or geometry (same formula, charge and spin): 4.365 eV
highest occupied orbital energy: -9.66 eV

Positions of all 13 atoms, in Å:
C -0.2906 0.4399 0.2940
C 1.1320 0.4414 0.7062
C 1.9614 -0.5067 -0.1251
C -2.5702 0.0227 -0.0815
N 0.3690 1.3994 -0.1778
O -1.3760 -0.4293 0.4544
H 1.6767 0.8333 1.6283
H 3.0636 -0.2949 -0.0009
H 1.8214 -0.0767 -1.1529
H 1.7325 -1.4792 -0.0304
H -2.5679 1.2237 -0.4188
H -3.3441 -0.1340 0.7541
H -2.7651 -0.6177 -0.9848

Cartesian forces, eV/Å:
C 1.08 -2.11 2.67
C -0.07 -0.83 0.30
C 2.66 5.09 -1.38
C -2.55 2.24 -1.02
N -1.95 0.70 -0.69
O 3.62 2.66 -0.13
H -1.60 -0.33 -0.96
H -0.94 -0.65 0.35
H -0.13 -1.15 0.48
H -0.74 -3.47 0.19
H 0.10 -3.30 0.98
H 0.83 0.32 -1.59
H -0.32 0.82 0.81

---

[5]
Computed, not measured: a 25-piece molecular cluster, H50O25 overall at a distorted geometry, with the ωB97M-V functional and the def2-TZVPD basis.

Results
total energy: -52000.5876 eV
energy relative to the best compared isomer or geometry (same formula, charge and spin): 4.169 eV
highest occupied orbital energy: -9.98 eV

Positions of all 75 atoms, in Å:
O -15.5590 10.6375 14.6627
H -15.4327 9.9290 15.2937
H -16.4405 10.9645 14.8422
O -18.4761 9.9554 14.4200
H -18.9043 9.9845 15.2756
H -18.7381 10.7708 13.9927
O -26.7367 10.7150 18.8314
H -26.4740 10.5444 19.7359
H -25.9718 11.1310 18.4337
O -18.3463 8.6362 18.8342
H -17.7878 8.4628 19.5920
H -17.7860 8.4613 18.0781
O -21.8232 7.5310 20.5277
H -21.1162 6.9201 20.7356
H -22.4533 7.0088 20.0312
O -26.0130 13.6645 15.9729
H -26.5263 14.0162 15.2456
H -25.2212 13.3173 15.5620
O -24.2040 14.8149 17.7292
H -24.8419 14.1143 17.8647
H -24.7131 15.5338 17.3546
O -21.1392 9.3813 18.5328
H -20.3464 9.1831 19.0312
H -21.6876 8.6035 18.6350
O -19.8055 11.7757 11.4891
H -20.2195 11.0991 12.0249
H -20.2621 11.7294 10.6492
O -18.9110 6.7349 20.6091
H -19.3218 5.8953 20.4028
H -19.0644 7.2742 19.8332
O -22.8333 6.7779 15.3235
H -23.2783 6.1598 15.9033
H -23.3158 7.5976 15.4308
O -21.8553 15.0311 18.8521
H -21.5438 14.6050 19.6506
H -22.6399 14.5399 18.6084
O -19.5815 8.4128 12.3726
H -19.2077 9.1743 12.8161
H -19.6394 7.7429 13.0538
O -20.5274 15.5232 16.4400
H -20.8304 15.1448 17.2654
H -19.6222 15.2235 16.3565
O -19.1733 14.4720 12.3568
H -19.3056 15.0849 11.6335
H -19.3817 13.6146 11.9860
O -20.0154 6.9669 14.6918
H -20.9287 7.1744 14.8895
H -20.0148 6.0252 14.5207
O -19.6272 12.6354 14.7252
H -19.9418 13.3121 14.1258
H -18.9882 13.0837 15.2792
O -22.2455 11.0506 22.0341
H -22.1983 10.6271 22.8913
H -21.3329 11.1380 21.7590
O -22.8062 15.5654 15.1112
H -22.0169 15.4772 15.6456
H -23.4816 15.0966 15.6014
O -25.9738 8.0345 15.4772
H -26.2074 7.3097 14.8972
H -26.0983 8.8190 14.9430
O -21.8580 10.8572 16.1140
H -21.6516 10.3872 16.9219
H -21.0810 11.3887 15.9404
O -23.8529 10.0719 19.5374
H -23.8694 10.5860 20.3447
H -22.9340 10.0757 19.2692
O -24.2006 11.9099 14.7178
H -24.0008 11.5136 15.5659
H -23.4354 11.7165 14.1762
O -18.0906 14.1424 16.5298
H -17.5032 14.6498 15.9698
H -18.2630 14.7145 17.2776
O -25.4750 8.1244 18.2052
H -25.4255 8.1665 17.2502
H -25.0954 8.9515 18.5019

Cartesian forces, eV/Å:
O 0.51 0.27 0.00
H 0.00 -0.19 0.05
H -0.39 -0.13 -0.11
O 0.52 -0.22 0.07
H -0.37 -0.03 0.12
H -0.15 0.76 0.13
O -0.43 0.27 -0.09
H 0.06 -0.14 0.17
H 0.21 0.10 -0.07
O -0.18 0.26 0.05
H 0.44 0.15 0.30
H 0.03 -0.06 -0.39
O -0.08 0.11 -0.12
H 0.38 -0.05 0.29
H -0.53 -0.15 0.00
O -0.41 0.28 0.47
H -0.18 0.01 -0.13
H 0.43 -0.33 -0.51
O 0.21 -0.26 0.31
H -0.42 -0.13 -0.23
H -0.11 0.21 -0.09
O -0.41 0.62 -0.55
H 0.35 -0.01 0.04
H -0.04 -0.34 0.23
O 0.17 0.34 0.08
H -0.17 -0.32 0.17
H -0.07 -0.09 -0.28
O -0.20 -0.29 0.63
H 0.18 -0.41 -0.01
H -0.13 0.13 -0.56
O 0.28 -0.04 -0.14
H -0.11 -0.16 0.18
H -0.31 0.33 0.00
O 0.91 -0.06 0.32
H 0.20 0.00 0.25
H -0.71 0.19 -0.38
O -0.34 0.30 -1.28
H 0.30 -0.26 0.35
H -0.05 -0.10 0.57
O 0.44 0.43 -0.11
H -0.46 -0.04 0.85
H -0.16 -0.17 -0.57
O 0.14 0.34 0.37
H -0.07 0.25 -0.04
H -0.05 -0.71 -0.22
O 0.68 -0.02 0.08
H -0.62 -0.04 0.15
H -0.04 -0.27 0.01
O -0.23 -0.87 -0.09
H -0.19 0.42 -0.31
H 0.14 0.23 0.38
O -0.22 0.21 -0.15
H -0.07 -0.17 0.21
H 0.22 -0.01 -0.13
O -0.86 0.11 -0.65
H 0.62 0.07 0.05
H -0.13 -0.18 0.10
O 0.25 -0.04 -0.14
H -0.07 -0.28 -0.08
H -0.06 0.38 -0.09
O -0.43 -0.09 -0.25
H 0.19 -0.35 0.49
H 0.30 0.51 -0.33
O -0.51 0.14 -0.29
H 0.18 0.06 0.41
H 0.56 0.02 0.00
O -0.64 0.13 -0.19
H 0.46 -0.24 0.24
H 0.29 0.06 0.02
O 0.21 -0.15 -0.01
H 0.41 0.15 -0.27
H 0.18 0.00 0.53
O 0.40 -0.64 0.17
H -0.37 -0.08 -0.34
H 0.08 0.27 0.41